Computed, not measured: C6H16N2 in the gas phase, with ωB97M-V/def2-TZVPD.

```
24
Properties=species:S:1:pos:R:3:mulliken_charge:R:1
C -2.688 1.909 0.416 -1.08
C -1.805 0.959 1.231 -0.41
C -1.059 -0.050 0.355 -0.63
N 0.211 0.356 -0.246 0.05
C -0.106 1.401 -1.318 -1.00
C 1.036 -0.748 -0.702 -0.51
C 1.939 -1.408 0.491 -0.42
N 2.601 -2.433 -0.171 -0.51
H -2.985 2.905 0.892 0.30
H -3.682 1.424 0.180 0.30
H -2.361 2.268 -0.623 0.22
H -1.152 1.643 1.888 0.29
H -2.563 0.475 1.847 0.28
H -0.707 -0.846 0.989 0.39
H -1.878 -0.348 -0.272 0.37
H -0.136 2.423 -0.781 0.26
H 0.623 1.322 -2.106 0.41
H -1.099 1.277 -1.784 0.29
H 0.697 -1.830 -1.084 0.18
H 1.775 -0.363 -1.436 0.24
H 1.372 -1.679 1.468 0.24
H 2.639 -0.705 0.881 0.32
H 3.608 -2.396 -0.108 0.22
H 2.268 -3.409 0.129 0.20
```

Values from the calculation:
Largest force on an atom = 4.5 eV Å⁻¹
Energy relative to the best compared isomer or geometry (same formula, charge and spin) = 2.763 eV
Structure (SMILES) = CCCN(C)CCN
Frontier orbital gap = 9.48 eV
Electronic energy = -9459.311 eV